No. 1
The following is a quantum chemistry calculation of the ion C5H9N2 with charge +1 at a distorted geometry, from the OMol25 dataset.

```
! RIJCOSX wB97M-V def2-TZVPD def2/J DEFGRID3
* xyz 1 1
C 2.1711 1.0953 -2.5799
H -2.0269 0.7444 1.4088
C -0.7609 -1.0943 1.4886
H 3.1214 0.4707 -2.4177
H 1.4856 0.6336 -3.2753
H -2.8699 -1.5499 1.3953
H 0.1198 -1.5612 1.0568
H -1.9010 -2.7981 0.6092
C -1.8925 -1.9223 1.2332
H 2.7425 2.0023 -2.7575
N 1.4353 1.2010 -1.4170
H -0.2698 1.1184 2.0669
C 0.6118 0.9814 -0.6368
N -0.4742 0.9421 -0.0195
H -0.6472 -0.8526 2.5688
C -0.8451 0.5893 1.2762
*
```

Values from the calculation:
orbital gap (spin up / spin down)	0.2370 / 0.2366	hartree
highest occupied orbital energy (spin up / spin down)	-13.21 / -13.21	eV
E_LUMO (spin up / spin down)	-0.2486 / -0.2488	Eh

In elementary charge units, the Löwdin charges are:
1 C -0.064
2 H 0.165
3 C -0.136
4 H 0.127
5 H 0.103
6 H 0.088
7 H 0.116
8 H 0.102
9 C 0.248
10 H 0.097
11 N 0.098
12 H 0.132
13 C -0.159
14 N 0.070
15 H 0.165
16 C -0.151

---

No. 2
The following is a quantum chemistry calculation of the ion C5H9N2O with charge +1 at a distorted geometry, from the OMol25 dataset.

```
! RIJCOSX wB97M-V def2-TZVPD def2/J DEFGRID3
* xyz 1 1
C -0.5984 0.7494 0.8324
H -0.2369 -2.5114 0.4777
H -1.2849 -0.9843 1.9983
H -2.0465 2.4008 1.6383
H 1.1092 1.7302 -1.6897
H 0.8465 -1.3997 -2.7662
C 1.3167 -1.5055 -1.7840
C 0.6381 -1.0603 -0.5941
O 0.9755 1.7567 -0.7292
H 1.5128 -2.5705 -1.6235
N -0.0514 0.8901 -0.3574
C -0.8078 -0.5955 1.1866
C -1.0922 1.8025 1.7581
H -0.3915 2.5756 1.9443
H -1.3150 1.3015 2.7964
H 2.2915 -0.9875 -1.8724
N -0.0624 -1.4235 0.4227
*
```

Values from the calculation:
orbital gap	0.3092	hartree
highest occupied orbital energy	-12.87	eV
E_LUMO	-0.1638	Eh

In elementary charge units, the Löwdin charges are:
1 C -0.279
2 H 0.254
3 H 0.106
4 H 0.119
5 H 0.127
6 H 0.114
7 C -0.013
8 C 0.012
9 O 0.032
10 H 0.111
11 N 0.077
12 C -0.020
13 C -0.007
14 H 0.071
15 H 0.129
16 H 0.111
17 N 0.057

---

No. 3
The following is a quantum chemistry calculation of the ion C5H9N2O2 with charge +1 at a distorted geometry, from the OMol25 dataset.

```
! RIJCOSX wB97M-V def2-TZVPD def2/J DEFGRID3
* xyz 1 3
H 2.5121 -2.4745 0.0128
N 2.3462 -1.5184 -0.0740
C 0.2426 1.4105 -0.0509
C 1.3320 0.5743 0.0213
O 0.0656 -1.4622 -0.1445
C -1.6463 -0.2867 0.3392
H 3.2029 -0.9407 0.1145
C 1.1932 -0.9093 -0.0909
C -1.1612 0.9689 -0.3633
O 2.5864 1.0323 0.1201
H -1.2529 0.7715 -1.3667
H -1.2777 -0.5109 1.2922
N -2.8912 -0.7940 0.0677
H -3.4910 -0.5463 -0.7707
H 2.5794 2.0345 -0.0421
H -1.7116 1.8724 -0.0488
H 0.5691 2.3787 0.2484
H -3.1975 -1.6002 0.7357
*
```

Values from the calculation:
orbital gap (spin up / spin down)	0.2335 / 0.2874	hartree
⟨S²⟩	2.01
highest occupied orbital energy (spin up / spin down)	-9.98 / -14.00	eV
E_LUMO (spin up / spin down)	-0.1330 / -0.2269	Eh

In elementary charge units, the Löwdin charges are:
1 H 0.112
2 N 0.208
3 C 0.027
4 C -0.234
5 O 0.018
6 C -0.057
7 H 0.151
8 C -0.444
9 C -0.099
10 O 0.117
11 H 0.109
12 H 0.129
13 N 0.163
14 H 0.168
15 H 0.179
16 H 0.150
17 H 0.117
18 H 0.186

---

No. 4
The following is a quantum chemistry calculation of a cluster of 2 separate species, C5H9N2O3 in total at a distorted geometry, from the OMol25 dataset.

```
! RIJCOSX wB97M-V def2-TZVPD def2/J DEFGRID3
* xyz -1 1
O -0.0607 0.7095 1.3297
H 1.9877 0.9998 2.0275
H -1.3297 1.4706 -1.1173
H 0.0249 1.0562 -1.9983
H 0.1103 2.1170 -0.6907
C -0.0509 0.1140 -0.0458
N 2.2871 0.1288 -0.7315
H -2.0551 -0.7356 0.0963
O 2.8942 0.1837 -2.7907
C 1.3716 -0.2017 0.1649
C -1.0824 -1.0220 -0.1661
H 1.5139 -1.8837 0.4002
H -0.9915 -1.3553 -1.2010
N 2.1538 -0.3041 -1.8918
C 1.2788 0.2134 1.5650
H -0.5436 -1.6870 0.4220
O 1.3213 -1.1226 -2.2237
H 1.2129 -0.5655 2.3652
C -0.3048 1.2059 -1.0544
*
```

Values from the calculation:
orbital gap	0.2847	hartree
highest occupied orbital energy	-4.01	eV
E_LUMO	0.1373	Eh

In elementary charge units, the Löwdin charges are:
1 O -0.100
2 H 0.130
3 H 0.072
4 H 0.047
5 H 0.084
6 C -0.489
7 N 0.072
8 H 0.062
9 O -0.106
10 C -0.363
11 C -0.010
12 H 0.166
13 H 0.086
14 N -0.551
15 C -0.177
16 H 0.023
17 O -0.038
18 H 0.102
19 C -0.008

---

No. 5
The following is a quantum chemistry calculation of the ion C5H9N2S with charge +1 at a distorted geometry, from the OMol25 dataset.

```
! RIJCOSX wB97M-V def2-TZVPD def2/J DEFGRID3
* xyz 1 1
C -0.2494 0.1261 0.7128
H -1.2770 0.0221 1.0249
N -0.4958 1.7200 -1.2248
H -0.0319 2.3736 -1.8053
H 0.5039 0.2292 1.5945
H 1.2542 -3.3688 1.0142
H -2.0762 2.2518 -2.2498
C 0.2050 1.1116 -0.2732
H 0.2549 -2.0599 1.8806
H 1.2647 1.3310 -0.2885
H -4.2912 -0.4970 -0.1611
S 0.6099 -1.4167 -0.2888
N -2.7024 0.9124 -0.7821
C -1.8317 1.5753 -1.5075
H 1.9101 -1.7239 1.6367
C 1.0397 -2.2577 1.1941
C -3.5802 0.3389 -0.2413
*
```

Values from the calculation:
orbital gap (spin up / spin down)	0.2682 / 0.2684	hartree
highest occupied orbital energy (spin up / spin down)	-11.90 / -11.91	eV
E_LUMO (spin up / spin down)	-0.1693 / -0.1692	Eh

In elementary charge units, the Löwdin charges are:
1 C -0.281
2 H 0.063
3 N 0.087
4 H 0.162
5 H 0.128
6 H 0.087
7 H 0.117
8 C -0.175
9 H 0.012
10 H 0.133
11 H 0.121
12 S 0.834
13 N 0.035
14 C -0.122
15 H 0.052
16 C -0.463
17 C 0.209

---

No. 6
The following is a quantum chemistry calculation of the ion C5H9N2S with charge +1 at a distorted geometry, from the OMol25 dataset.

```
! RIJCOSX wB97M-V def2-TZVPD def2/J DEFGRID3
* xyz 1 1
N 0.5043 1.8661 0.2681
C 1.2026 0.6929 0.3493
H -3.0122 -1.2215 -0.1172
H -1.3545 2.8917 0.2924
H -2.4167 -1.5750 -1.5238
H -2.6450 1.1660 -0.4843
C -2.0299 -1.3483 -0.4608
N -1.2405 -0.1865 -0.2782
H 2.5576 -1.1424 1.3486
H 0.8482 2.7478 0.6439
H 3.9145 -1.3216 0.1328
H 2.6490 -2.2048 0.1837
C -1.6397 0.9982 -0.3107
H -1.6493 -2.1234 0.1264
C 2.9231 -1.2768 0.4035
S 2.1616 -0.0302 -0.6948
C -0.7729 2.0677 0.1211
*
```

Values from the calculation:
orbital gap (spin up / spin down)	0.2883 / 0.2882	hartree
highest occupied orbital energy (spin up / spin down)	-12.77 / -12.76	eV
E_LUMO (spin up / spin down)	-0.1808 / -0.1809	Eh

In elementary charge units, the Löwdin charges are:
1 N 0.006
2 C -0.380
3 H 0.064
4 H 0.118
5 H 0.143
6 H 0.113
7 C -0.084
8 N 0.015
9 H 0.030
10 H 0.191
11 H 0.033
12 H 0.008
13 C -0.123
14 H 0.069
15 C -0.255
16 S 1.064
17 C -0.012

---

One value per record, in order, for energy relative to the best compared isomer or geometry (same formula, charge and spin): 6.319 6.120 0.000 7.420 4.261 5.217 eV.